{
  "formula": "C33H58O33",
  "method": "the ωB97M-V functional and the def2-TZVPD basis",
  "e_tot_ev": -102723.40904,
  "e_homo_ha": -0.3809,
  "gap_ev": 10.61,
  "smiles": "COC(=O)OC.COC(=O)OC.COC(=O)OC.COC(=O)OC.COC(=O)OC.COC(=O)OC.COC(=O)OC.O=C1OCCO1.O=C1OCCO1.O=C1OCCO1.O=C1OCCO1",
  "largest_force_ha_per_bohr": 0.1470,
  "lumo_ev": 0.24,
  "species": ["O", "O", "O", "O", "O", "O", "O", "O", "O", "O", "O", "O", "O", "O", "O", "O", "O", "O", "O", "O", "O", "O", "O", "O", "O", "O", "O", "O", "O", "O", "O", "O", "O", "C", "C", "C", "C", "C", "C", "C", "C", "C", "C", "C", "C", "C", "C", "C", "C", "C", "C", "C", "C", "C", "C", "C", "C", "C", "C", "C", "C", "C", "C", "C", "C", "C", "H", "H", "H", "H", "H", "H", "H", "H", "H", "H", "H", "H", "H", "H", "H", "H", "H", "H", "H", "H", "H", "H", "H", "H", "H", "H", "H", "H", "H", "H", "H", "H", "H", "H", "H", "H", "H", "H", "H", "H", "H", "H", "H", "H", "H", "H", "H", "H", "H", "H", "H", "H", "H", "H", "H", "H", "H", "H"],
  "positions_angstrom": [[-1.7320, -8.5720, 2.9965], [-1.2066, -4.6597, -2.4463], [-4.3943, -7.7321, -0.8709], [-0.7448, -7.5559, 4.6328], [-9.9832, -3.5613, -6.2710], [-3.4815, -1.5017, -1.7188], [-1.3066, -5.0600, -9.0414], [-6.0704, -11.4290, 0.8466], [-4.9283, -2.7723, -8.3976], [-2.3583, -6.4105, 3.3980], [-9.7997, -4.7879, -4.5556], [-4.0472, -4.6701, -7.5286], [-5.2017, -5.9998, -2.0122], [-3.6885, -7.2079, -3.0126], [2.0258, -7.3638, -1.3195], [2.5437, -5.9403, -3.0098], [-4.9602, -11.4065, -4.5332], [-2.3695, -4.6271, -0.7963], [-0.7497, -3.0272, -0.8525], [-6.0786, -11.1792, -9.9949], [-4.7273, -13.4099, -3.8656], [-1.0369, -5.9064, -7.0977], [-5.5044, -9.6030, -8.5083], [-3.9992, -1.6803, -3.9858], [0.5600, -6.8429, -2.8925], [-7.9094, -4.1526, -5.6258], [-3.2265, -2.4766, -7.2327], [-6.3395, -12.5151, -1.0493], [-2.3808, -0.3012, -3.1905], [-7.1923, -10.5279, -0.9252], [-6.2943, -8.8896, -10.6478], [-3.7035, -11.7061, -2.9368], [-1.2860, -7.3073, -8.8531], [-5.0068, -8.3067, -8.1540], [-11.3212, -3.8526, -5.8881], [-0.3596, -4.1390, -3.3967], [-5.7077, -13.6308, -0.4993], [-3.3792, -1.1709, -3.0434], [-1.3167, -6.2358, -8.3462], [-1.5625, -7.4717, 3.7458], [-11.1062, -4.3191, -4.4028], [-4.4093, -7.0529, -1.8598], [-2.6938, -8.6918, 1.8429], [-5.8540, -3.5524, -9.2109], [-1.3240, -4.0498, -1.3027], [-1.6661, -5.0151, -10.4459], [-7.4691, -9.2925, -0.1959], [-2.2183, -2.9556, -6.4072], [-2.7224, -4.4690, 0.5765], [-0.3971, -7.8488, -2.3598], [-2.7487, -0.5443, -0.8588], [-9.1524, -4.1840, -5.4528], [-2.2112, -5.2016, 4.1021], [-5.2281, -5.4562, -3.2653], [1.6979, -6.7436, -2.3105], [-1.8648, 0.0707, -1.9571], [3.9029, -5.9646, -2.7443], [-6.7368, -11.6886, -11.1110], [-4.0437, -6.1886, -3.9716], [-4.4467, -12.2650, -3.7690], [-3.7212, -10.3637, -2.9209], [-6.5281, -11.4630, -0.2858], [-5.9080, -9.8059, -9.8659], [-4.4642, -10.1134, -4.2132], [-1.1010, -6.7631, -6.0621], [-4.0356, -3.4512, -7.7329], [4.1206, -5.7473, -1.6986], [-1.9184, -4.6723, 1.2839], [-2.1556, -1.0901, -0.1250], [-7.5470, -8.4978, -0.9379], [-11.9010, -5.0091, -4.1195], [-4.3285, -7.8673, -8.8854], [-1.7985, 1.1569, -1.8945], [-3.2973, -5.4240, -4.1870], [-5.2989, -4.1751, -9.9125], [-8.4620, -9.3572, 0.2492], [-3.3963, 0.2772, -0.5527], [-0.2157, -7.3706, -5.8743], [4.2280, -6.8973, -3.2053], [-0.1764, -4.6523, -4.3406], [-2.6219, -3.5992, -5.6255], [-3.8394, -9.8644, -5.0709], [-1.8718, -7.5158, -6.2271], [-6.7116, -8.9211, 0.4943], [-5.8681, -14.5848, -1.0017], [-2.4622, -9.6045, 1.2939], [-2.6823, -7.7166, 1.3562], [0.5993, -4.0946, -2.8803], [-4.6232, -13.5254, -0.4712], [-6.1155, -5.5603, -3.8897], [-6.4136, -11.2650, -12.0619], [-4.4742, -8.2738, -7.2036], [-1.6875, -2.0853, -6.0213], [-6.3543, -12.7088, -11.1400], [-1.3233, -6.2013, -5.1548], [-0.8843, -0.4025, -1.9031], [-5.7928, -7.5543, -8.2185], [-6.0277, -13.7382, 0.5371], [-2.2591, -4.4168, 3.3471], [-11.9072, -2.9335, -5.8983], [-0.7703, -3.1429, -3.5618], [-5.2068, -9.3625, -3.9433], [-1.6413, -3.5278, -7.1336], [-6.5328, -2.8744, -9.7283], [-2.5222, -5.6746, -10.5882], [-3.4736, -5.2364, 0.7634], [-6.5562, -4.0108, -8.5146], [-7.8221, -11.5870, -11.1098], [-1.1836, -7.4153, -1.7421], [-0.8502, -5.3940, -11.0614], [-3.6590, -8.9978, 2.2465], [-3.2103, -3.5248, 0.8186], [-0.8913, -8.2811, -3.2298], [-1.2803, -5.0310, 4.6427], [-3.0958, -5.0083, 4.7089], [-11.1058, -3.5083, -3.6743], [0.0529, -8.7400, -1.9223], [-11.8405, -4.6322, -6.4455], [-5.0435, -4.3946, -3.4294], [-2.0999, -4.0634, -10.7531], [4.4061, -5.2433, -3.3883], [-4.3362, -10.0209, -2.0888], [-4.3310, -6.6429, -4.9199], [-2.7703, -9.8310, -2.9300]]
}

***

{
  "formula": "C33H59IrNP2Si",
  "method": "the ωB97M-V functional and the def2-TZVPD basis",
  "multiplicity": 5,
  "e_tot_ev": -65954.91834,
  "s_squared": 6.053,
  "e_homo_ha": [-0.2717, -0.3954],
  "gap_ev": [5.83, 6.55],
  "largest_force_ha_per_bohr": 0.0324,
  "total_charge": 1,
  "lumo_ev": [-1.56, -4.20],
  "species": ["Ir", "P", "P", "Si", "N", "C", "C", "C", "C", "C", "C", "C", "C", "C", "C", "C", "C", "C", "C", "C", "C", "C", "C", "C", "C", "C", "C", "C", "C", "C", "C", "C", "C", "C", "C", "C", "C", "C", "H", "H", "H", "H", "H", "H", "H", "H", "H", "H", "H", "H", "H", "H", "H", "H", "H", "H", "H", "H", "H", "H", "H", "H", "H", "H", "H", "H", "H", "H", "H", "H", "H", "H", "H", "H", "H", "H", "H", "H", "H", "H", "H", "H", "H", "H", "H", "H", "H", "H", "H", "H", "H", "H", "H", "H", "H", "H", "H"],
  "positions_angstrom": [[-0.5175, 0.3572, -0.5655], [1.2383, 1.7232, -0.1613], [0.5702, -1.5899, -0.8107], [-0.2065, -0.6887, 5.1408], [0.8463, -0.1923, 3.8349], [-0.5683, -2.7519, -1.6457], [0.5128, 0.0537, 6.7072], [1.3732, 3.1579, -1.2856], [-2.2303, 3.2290, -0.7371], [2.0765, -1.7469, -1.8220], [-1.5184, 0.5450, -5.7598], [-2.9350, 0.8851, -1.6472], [-1.5380, -0.7532, -5.0013], [-1.9625, -0.0785, 4.9166], [0.9687, -2.3112, 0.8166], [-3.7317, -1.5553, -1.7632], [4.1277, -1.8199, 4.1696], [-0.4424, -1.5167, -4.8725], [-2.5601, -1.4990, 1.2418], [-1.9768, 1.5024, 1.9471], [1.1092, 0.7331, -3.7001], [4.9792, -0.7104, 4.2197], [2.1732, -0.3505, 3.8259], [3.0921, 0.7605, 3.7922], [-3.3961, 1.3349, -2.9753], [-2.4944, -0.4062, 0.2287], [1.7382, -0.0276, -4.8225], [-3.0619, -0.4074, -1.1063], [0.8896, -1.1658, -5.4706], [-0.6267, 1.6911, -5.1953], [2.7786, -1.6580, 3.8831], [0.0005, 1.4723, -3.8580], [4.4528, 0.5713, 3.9979], [-2.3215, 1.7437, -0.6554], [1.0457, 2.4997, 1.4861], [-0.2223, -2.5583, 5.3733], [2.9162, 1.0070, -0.0200], [-2.1846, 0.9757, 0.5690], [0.7748, -2.9468, 5.6340], [-3.4792, 0.5001, -3.6776], [-0.4602, 2.0097, -3.0220], [0.4118, -1.8122, 1.6203], [0.2108, 3.2107, 1.5056], [0.7330, -3.3861, 0.8262], [-1.8214, 2.5857, 1.9312], [2.1090, -2.5138, 3.7650], [2.4605, -2.7774, -1.7702], [-3.2192, 3.6851, -0.5802], [-3.3239, -1.7303, -2.7687], [-0.5631, -3.0831, 4.4722], [0.8803, 1.7256, 2.2501], [5.1188, 1.4349, 3.9946], [-0.9073, -2.8122, 6.1972], [3.5711, 1.6847, 0.5446], [2.0390, -2.1818, 1.0326], [2.6798, -0.4660, -4.4580], [1.4988, -2.0833, -5.4467], [2.8616, -1.0688, -1.4728], [0.1572, 1.9079, -5.9411], [2.1803, 3.8270, -0.9591], [2.8782, 0.0602, 0.5312], [0.7623, -0.9031, -6.5330], [2.6675, 1.7567, 3.6554], [4.5038, -2.8257, 4.3543], [-0.9970, -2.2608, -2.5283], [-2.8379, 1.2872, 2.5891], [1.5712, 2.8370, -2.3144], [-1.3809, -3.0607, -0.9770], [6.0412, -0.8475, 4.4234], [-1.6959, -1.4402, 1.9143], [-0.0238, -3.6480, -1.9784], [-3.4682, -1.4088, 1.8586], [-2.5507, 0.9209, -5.8331], [-0.5231, -2.5362, -4.4815], [-2.5732, -2.4818, 0.7605], [2.0423, 0.6672, -5.6267], [0.4347, 3.7261, -1.2893], [-0.1390, -0.1343, 7.5715], [-3.6181, -2.4809, -1.1838], [3.3728, 0.8352, -1.0023], [-4.3810, 1.8239, -2.9254], [-2.4770, -0.5629, 4.0764], [-1.1004, 1.0152, 2.3936], [-2.6974, 2.0606, -3.4057], [1.8439, -1.5080, -2.8649], [1.5072, -0.3625, 6.9254], [0.6310, 1.1396, 6.5896], [-2.5264, -1.1240, -4.7061], [-1.9694, 1.0057, 4.7365], [-1.5628, 3.6168, 0.0402], [-1.1802, 0.3585, -6.7932], [-2.5631, -0.2656, 5.8245], [-4.8096, -1.3610, -1.8793], [1.6622, 0.7319, -2.7574], [1.9658, 3.0425, 1.7416], [-1.2417, 2.6042, -5.1376], [-1.8740, 3.5583, -1.7217]]
}